Record 1
{"formula": "C8H14N3O", "method": "ωB97M-V/def2-TZVPD", "elements": ["C", "N", "C", "C", "C", "C", "C", "C", "N", "C", "O", "N", "H", "H", "H", "H", "H", "H", "H", "H", "H", "H", "H", "H", "H", "H"], "xyz": [[0.741, 2.085, 0.999], [0.407, 1.026, 0.050], [-0.122, 1.634, -1.103], [1.671, 0.280, -0.193], [1.489, -1.230, -0.190], [0.948, -1.990, 0.980], [-0.132, -1.335, 0.211], [-1.368, -2.067, -0.358], [-2.454, -1.060, -0.104], [-1.997, 0.210, 0.148], [-2.633, 1.240, 0.204], [-0.643, 0.071, 0.615], [1.038, 1.831, 2.061], [1.604, 2.589, 0.534], [-0.130, 2.903, 1.133], [-1.095, 2.279, -0.929], [0.618, 2.331, -1.577], [-0.273, 0.762, -1.901], [2.205, 0.736, -1.146], [2.412, 0.571, 0.597], [1.902, -1.717, -1.128], [1.240, -1.686, 1.891], [0.978, -3.036, 0.866], [-1.542, -2.260, -1.489], [-1.513, -2.914, 0.303], [-3.350, -1.252, -0.475]], "mulliken_charge": [-0.8505, 0.4176, -0.9792, -0.4127, -0.2624, -1.1649, 0.6352, -0.3987, -0.1873, 0.3129, -0.5699, -0.3108, 0.3410, 0.5014, 0.2783, 0.3706, 0.3799, 0.3794, 0.3265, 0.3540, 0.3253, 0.3090, 0.3644, 0.2623, 0.3381, 0.2405], "e_homo_ha": -0.495, "fmax_ev_per_a": 5.552, "charge": 1, "smiles": "C[N+]1(C)C[C@H]2C[C@]23CNC(=O)N31", "gap_ev": 10.798, "relative_energy_kj_mol": 344.0}

---

Record 2
{"formula": "C8H14N4", "method": "ωB97M-V/def2-TZVPD", "elements": ["C", "N", "C", "C", "C", "N", "C", "C", "N", "C", "N", "C", "H", "H", "H", "H", "H", "H", "H", "H", "H", "H", "H", "H", "H", "H"], "xyz": [[-2.755, 3.840, -1.832], [-2.204, 2.831, -1.743], [-1.633, 1.651, -1.778], [-0.844, 1.161, -0.701], [-0.643, 2.075, 0.467], [-0.191, -0.069, -0.629], [-0.097, -0.886, -1.850], [1.057, -1.857, -1.584], [1.183, -1.798, -0.141], [0.523, -0.816, 0.419], [0.440, -0.564, 1.700], [1.089, -1.387, 2.709], [-3.287, 4.756, -1.877], [-1.852, 1.068, -2.659], [0.357, 1.969, 0.880], [-1.379, 1.888, 1.252], [-0.765, 3.115, 0.167], [0.104, -0.255, -2.717], [-1.036, -1.424, -2.011], [0.833, -2.873, -1.915], [1.992, -1.539, -2.058], [1.768, -2.446, 0.368], [-0.159, 0.176, 2.036], [0.854, -0.990, 3.692], [2.173, -1.375, 2.587], [0.730, -2.416, 2.662]], "mulliken_charge": [0.1133, -0.0780, -0.6477, 1.2865, -1.7427, 0.0916, -0.8308, -0.7136, -0.1453, 0.4604, -0.1165, -1.0880, 0.5096, 0.4677, 0.5116, 0.3430, 0.3640, 0.5535, 0.3827, 0.3589, 0.3380, 0.2354, 0.2250, 0.3395, 0.3819, 0.3997], "e_homo_ha": -0.611, "fmax_ev_per_a": 5.285, "charge": 2, "smiles": "C#[N+]/C=C(\\C)N1CCN/C1=[NH+]\\C", "gap_ev": 8.816, "relative_energy_kj_mol": 18.0}